# 1
Entry from the Open Molecules 2025 dataset: a molecular structure, C21H29CrN5O4PS3 (ωB97M-V/def2-TZVPD).

Last column: Löwdin spin population.
Cartesian coordinates (Å):
Cr -0.37 0.34 -0.03  2.93
C 0.82 3.55 2.66  0.06
C 0.61 2.28 2.10  0.00
N -0.10 2.10 1.01  0.03
C -0.68 3.18 0.39  0.06
C -0.51 4.49 0.88  0.05
C 0.26 4.65 2.04  0.00
C -1.15 5.54 0.17  0.00
C -1.90 5.28 -0.93  0.04
C -2.09 3.96 -1.43  0.01
C -2.88 3.65 -2.55  0.24
C -3.01 2.29 -2.92  0.08
C -2.36 1.32 -2.22  0.12
N -1.56 1.58 -1.14  0.21
C -1.45 2.90 -0.75  0.08
H 1.42 3.63 3.55  0.00
H 1.04 1.40 2.57  0.00
H 0.41 5.64 2.44  0.00
H -1.03 6.56 0.53  0.00
H -2.38 6.10 -1.46  0.00
H -3.39 4.43 -3.10  0.02
H -3.63 2.00 -3.77  0.00
H -2.45 0.28 -2.49  0.01
O -0.53 -2.68 2.24  0.00
S -0.47 -1.23 2.31  0.01
O 0.59 -0.74 1.33  0.03
O -0.21 -0.69 3.63  0.00
S -2.13 -0.38 1.49  0.00
C 3.17 -2.16 2.59  0.00
N 2.91 -1.59 3.91  0.00
C 2.14 -2.42 4.83  0.00
C 2.86 -0.27 4.05  0.00
N 2.89 0.87 4.20  0.00
H 3.86 -3.00 2.70  0.00
H 3.63 -1.40 1.96  0.00
H 2.25 -2.50 2.12  0.00
H 2.69 -3.36 4.98  0.00
H 1.15 -2.64 4.44  0.00
H 2.05 -1.91 5.78  0.00
O 3.67 1.20 -1.58  0.03
S 2.58 1.07 -0.61  0.03
N 1.25 0.71 -1.15  -0.02
C -2.45 -3.95 -1.87  0.00
C -2.21 -2.67 -1.07  0.00
P -0.64 -1.78 -1.38  -0.01
C 0.61 -3.05 -0.95  0.00
C 2.06 -2.59 -1.07  0.00
C -0.60 -1.71 -3.23  0.00
C 0.28 -0.62 -3.85  0.00
H -3.41 -4.39 -1.59  0.00
H -1.68 -4.70 -1.67  0.00
H -2.47 -3.76 -2.94  0.00
H -2.22 -2.87 0.01  0.00
H -3.01 -1.95 -1.24  0.00
H 0.43 -3.92 -1.58  0.00
H 0.39 -3.32 0.08  0.00
H 2.30 -2.21 -2.06  0.00
H 2.73 -3.43 -0.87  0.00
H 2.27 -1.81 -0.35  0.00
H -1.63 -1.57 -3.55  0.00
H -0.30 -2.70 -3.58  0.00
H -0.03 0.37 -3.53  0.00
H 0.23 -0.68 -4.94  0.00
H 1.32 -0.72 -3.54  0.00

Its gap between HOMO and LUMO (spin up / spin down) is 5.08 / 8.14 eV. The energy above the lowest of the compared OMol25 structures with the same formula, charge and spin comes out at 1.6 kJ/mol. Its net charge is -1. As for the multiplicity: 5.



# 2
Entry from the Open Molecules 2025 dataset: 5 unconnected molecules or ions with the total composition C21H29F14N4O11S (ωB97M-V/def2-TZVPD).

Last column: Mulliken charge in e.
Cartesian coordinates (Å):
C -2.32 5.58 1.05  -1.41
C -1.21 4.55 0.89  1.05
F -0.10 5.12 0.28  -0.35
C -1.64 3.37 0.01  -1.04
N -0.52 2.79 -0.75  0.12
C -0.38 2.73 -2.06  0.01
N 0.76 2.19 -2.45  -0.56
C 1.40 1.88 -1.33  0.50
N 2.61 1.34 -1.29  0.00
O 3.23 1.04 -2.47  -0.30
N 0.64 2.21 -0.23  0.08
S 0.90 2.02 1.43  1.14
O -0.33 1.65 1.99  -0.43
O 1.71 3.06 1.90  -0.52
F 1.78 0.76 1.28  -0.23
H -3.28 5.21 0.69  0.41
H -2.40 5.91 2.08  0.36
H -2.06 6.44 0.44  0.37
H -0.90 4.19 1.87  0.05
H -2.14 2.59 0.58  0.23
H -2.32 3.72 -0.76  0.56
H -1.12 3.10 -2.75  0.44
H 3.13 1.12 -0.45  0.17
H 3.34 1.88 -2.95  0.36
C 2.67 -3.06 -3.41  -1.09
C 3.52 -2.13 -4.25  -0.07
O 4.36 -2.87 -5.15  -0.35
C 3.77 -3.24 -6.28  0.34
O 2.63 -3.03 -6.58  -0.49
C 4.77 -3.95 -7.21  0.90
F 5.53 -4.81 -6.54  -0.24
F 5.58 -3.03 -7.77  -0.26
F 4.13 -4.59 -8.18  -0.23
H 3.30 -3.77 -2.87  0.34
H 2.09 -2.49 -2.68  0.31
H 1.98 -3.63 -4.03  0.30
H 4.20 -1.55 -3.62  0.26
H 2.90 -1.43 -4.81  0.27
C 0.15 -1.83 -7.88  -0.87
C -0.88 -1.71 -8.98  -0.41
O -2.12 -1.17 -8.46  -0.31
C -2.17 0.14 -8.33  0.34
O -1.31 0.94 -8.59  -0.51
C -3.55 0.56 -7.79  0.90
F -3.95 -0.24 -6.80  -0.25
F -4.46 0.50 -8.77  -0.25
F -3.52 1.81 -7.33  -0.24
H -0.24 -2.43 -7.06  0.29
H 1.05 -2.31 -8.25  0.34
H 0.41 -0.85 -7.50  0.30
H -1.15 -2.69 -9.39  0.35
H -0.52 -1.09 -9.80  0.34
C -0.68 1.66 5.12  -0.83
C -1.81 2.54 5.62  -0.29
O -2.83 1.75 6.24  -0.37
C -2.61 1.41 7.50  0.38
O -1.66 1.69 8.17  -0.50
C -3.79 0.55 8.03  0.90
F -4.17 -0.36 7.13  -0.25
F -4.83 1.34 8.30  -0.26
F -3.43 -0.08 9.14  -0.24
H -1.06 0.89 4.46  0.28
H 0.06 2.26 4.59  0.23
H -0.18 1.18 5.96  0.28
H -2.31 3.05 4.79  0.28
H -1.45 3.30 6.31  0.33
C -0.19 -1.35 8.37  -0.77
C -0.90 -2.62 7.98  -0.27
O -0.37 -3.13 6.73  -0.34
C 0.74 -3.85 6.81  0.33
O 1.36 -4.13 7.79  -0.50
C 1.15 -4.32 5.39  0.91
F 1.03 -3.33 4.49  -0.25
F 0.36 -5.33 5.00  -0.25
F 2.40 -4.74 5.38  -0.24
H -0.26 -0.61 7.57  -0.01
H -0.65 -0.92 9.26  0.35
H 0.86 -1.53 8.58  0.43
H -1.95 -2.45 7.78  0.30
H -0.82 -3.39 8.75  0.34

Its gap between HOMO and LUMO is 8.84 eV. Its net charge is +1.



# 3
Entry from the Open Molecules 2025 dataset: a molecular structure, C21H29F2GeSi in a non-equilibrium geometry (ωB97M-V/def2-TZVPD).

Last column: Mulliken charge in e.
Cartesian coordinates (Å):
C 3.21 0.96 3.09  -1.06
Si 1.39 1.12 2.70  -0.24
C 0.73 2.80 3.16  -1.06
H 1.20 1.04 1.18  0.22
C 0.46 -0.24 3.63  -0.83
Ge -0.36 -1.56 2.45  0.42
C -1.33 -2.86 3.56  -1.17
C -1.64 -0.63 1.30  -0.90
C 1.05 -2.49 1.46  -1.12
H 3.40 1.08 4.17  0.35
H 3.61 -0.02 2.79  0.32
H 3.79 1.73 2.56  0.31
H 0.78 2.97 4.25  0.35
H 1.32 3.58 2.66  0.30
H -0.32 2.92 2.84  0.33
H 1.14 -0.77 4.31  0.38
H -0.34 0.20 4.25  0.41
H -1.83 -3.60 2.92  0.34
H -0.63 -3.38 4.23  0.36
H -2.09 -2.34 4.16  0.36
H -2.12 -1.35 0.63  0.27
H -2.41 -0.14 1.91  0.43
H -1.14 0.13 0.68  0.13
H 0.60 -3.22 0.77  0.30
H 1.67 -1.79 0.88  0.29
H 1.70 -3.03 2.16  0.44
F 0.24 4.47 -4.63  -0.29
C 0.92 3.94 -3.55  0.21
C 2.03 4.64 -3.07  -0.56
C 2.73 4.07 -1.99  -0.55
C 2.30 2.89 -1.39  -0.57
C 1.16 2.21 -1.88  0.90
C 0.78 0.95 -1.32  -0.22
C -0.29 0.22 -1.84  -0.46
C -0.40 -1.17 -1.74  -0.26
C -1.50 -1.92 -2.26  0.67
C -2.34 -1.39 -3.27  -0.77
C -3.44 -2.12 -3.68  0.33
F -4.26 -1.60 -4.66  -0.30
C -3.76 -3.37 -3.15  -0.64
C -2.91 -3.91 -2.17  -0.53
C -1.78 -3.22 -1.75  -0.36
C 0.48 2.74 -3.01  -0.71
H 2.33 5.58 -3.53  0.45
H 3.63 4.55 -1.63  0.40
H 2.85 2.44 -0.57  0.48
H 1.45 0.48 -0.60  0.64
H -1.08 0.75 -2.37  0.46
H 0.40 -1.73 -1.23  0.49
H -2.13 -0.40 -3.71  0.56
H -4.65 -3.89 -3.49  0.46
H -3.14 -4.88 -1.73  0.42
H -1.11 -3.63 -0.99  0.33
H -0.34 2.21 -3.49  0.50

Its gap between HOMO and LUMO is 6.17 eV. Its net charge is +1.



# 4
Entry from the Open Molecules 2025 dataset: C21H29FN2O2 in the gas phase (ωB97M-V/def2-TZVPD).

Last column: Mulliken charge in e.
Cartesian coordinates (Å):
O -0.36 -0.11 0.62  -0.70
C -1.47 0.04 0.15  0.21
N -2.60 -0.08 0.87  -0.06
H -3.49 0.12 0.44  0.32
C -2.59 -0.33 2.30  -0.81
H -3.24 -1.18 2.52  0.27
C -3.05 0.90 3.08  -0.34
C -3.10 0.66 4.59  -1.18
C -1.72 0.41 5.22  0.70
C -1.79 0.20 6.73  -1.01
H -2.18 -0.79 7.00  0.39
H -2.44 0.96 7.18  0.35
C -0.35 0.41 7.17  -0.58
H -0.26 0.59 8.24  0.38
H 0.24 -0.47 6.92  0.30
C 0.11 1.61 6.34  -0.66
H -0.07 2.54 6.89  0.25
H 1.17 1.56 6.12  0.32
C -0.74 1.58 5.05  -0.71
H -0.13 1.45 4.17  0.17
H -1.30 2.52 4.95  0.33
H -1.29 -0.49 4.77  0.08
H -3.55 1.53 5.07  0.39
H -3.74 -0.20 4.80  0.33
H -4.06 1.18 2.74  0.40
H -2.38 1.73 2.86  0.25
H -1.56 -0.58 2.55  0.28
C -1.72 0.37 -1.33  0.34
C -2.57 -0.73 -2.00  -0.75
C -1.93 -1.23 -3.29  -1.22
C -0.51 -1.69 -3.00  0.77
O -0.08 -2.79 -3.31  -0.68
N 0.21 -0.77 -2.33  0.44
C -0.37 0.52 -2.05  -1.52
H -0.51 1.09 -2.98  0.44
H 0.32 1.07 -1.41  0.52
C 1.56 -1.06 -1.89  -1.56
C 2.56 -0.48 -2.86  0.55
C 3.21 0.72 -2.61  0.57
C 4.11 1.27 -3.51  -0.73
C 4.37 0.61 -4.69  -0.30
C 3.72 -0.58 -4.97  -0.81
C 2.83 -1.12 -4.06  -0.26
H 2.33 -2.06 -4.27  0.47
H 3.92 -1.10 -5.90  0.39
H 5.06 1.03 -5.40  0.37
H 4.59 2.21 -3.26  0.44
F 2.96 1.39 -1.46  -0.33
H 1.69 -0.66 -0.89  0.42
H 1.66 -2.15 -1.88  0.62
H -2.49 -2.06 -3.70  0.39
H -1.90 -0.43 -4.04  0.35
H -3.58 -0.36 -2.21  0.37
H -2.67 -1.58 -1.32  0.49
H -2.23 1.33 -1.37  0.51

Its gap between HOMO and LUMO is 9.53 eV. The energy above the lowest of the compared OMol25 structures with the same formula, charge and spin comes out at 37.4 kJ/mol. Its net charge is 0. The SMILES is O=C(NCCCC1CCCC1)[C@@H]1CCC(=O)N(Cc2ccccc2F)C1.



# 5
Entry from the Open Molecules 2025 dataset: a molecular structure, C21H29GaNO3S3Si2 in a non-equilibrium geometry (ωB97M-V/def2-TZVPD).

Last column: Mulliken charge in e.
Cartesian coordinates (Å):
Ga -14.36 0.08 -11.00  -0.33
O -12.70 2.90 -13.58  -0.71
C -13.36 1.92 -13.22  0.43
O -13.34 1.49 -11.96  -0.23
C -14.48 1.44 -14.15  0.23
C -14.72 2.34 -15.24  -0.83
C -15.81 2.23 -16.06  -0.43
C -16.77 1.22 -15.86  -0.46
C -16.60 0.37 -14.77  -0.54
C -15.37 0.34 -14.06  0.66
S -14.93 -1.03 -12.95  -0.47
H -14.04 3.17 -15.35  0.45
H -15.96 3.01 -16.80  0.36
H -17.64 1.04 -16.54  0.30
H -17.38 -0.37 -14.51  0.33
C -15.37 -2.73 -8.93  -1.18
Si -13.59 -2.31 -9.37  0.59
C -13.24 -3.22 -10.91  -1.55
C -12.53 -3.05 -7.95  -1.13
C -13.20 -0.42 -9.45  2.90
C -13.64 0.46 -8.30  -1.52
C -14.46 0.06 -7.19  -0.46
C -14.80 1.05 -6.26  -0.64
C -14.38 2.40 -6.33  -0.85
C -13.56 2.65 -7.41  -0.42
N -13.29 1.76 -8.35  0.04
Si -11.28 -0.04 -9.86  0.73
C -10.92 1.72 -10.48  -1.21
C -10.26 0.03 -8.21  -1.31
C -10.53 -1.28 -11.02  -1.11
H -15.50 -2.87 -7.85  0.36
H -15.59 -3.67 -9.43  0.53
H -16.06 -1.98 -9.34  0.14
H -12.55 -4.08 -10.67  0.28
H -12.86 -2.73 -11.75  0.49
H -14.17 -3.60 -11.30  0.55
H -12.87 -4.02 -7.49  0.35
H -12.52 -2.16 -7.21  0.23
H -11.51 -3.22 -8.22  0.36
H -14.74 -0.97 -7.03  0.25
H -15.30 0.75 -5.37  0.50
H -14.70 3.14 -5.58  0.38
H -13.13 3.62 -7.60  0.45
H -11.71 2.36 -10.06  0.22
H -11.07 1.95 -11.55  0.30
H -9.94 2.00 -10.14  0.52
H -10.69 0.77 -7.57  0.37
H -9.21 0.32 -8.28  0.42
H -10.45 -0.87 -7.58  0.28
H -10.98 -1.20 -12.00  0.27
H -10.56 -2.31 -10.69  0.30
H -9.49 -0.94 -11.11  0.35
C -18.89 -0.18 -8.15  -0.89
O -17.65 0.14 -8.85  0.04
C -17.82 0.60 -10.13  0.06
S -19.12 0.27 -11.17  -0.28
S -16.36 1.41 -10.67  -0.35
H -19.51 -0.93 -8.69  0.32
H -19.50 0.71 -8.14  0.37
H -18.50 -0.47 -7.15  0.19

Its gap between HOMO and LUMO is 7.82 eV. The energy above the lowest of the compared OMol25 structures with the same formula, charge and spin comes out at 0.0 kJ/mol. Its net charge is -1.



# 6
Entry from the Open Molecules 2025 dataset: 3 unconnected molecules or ions with the total composition C21H29IN3O4 in a non-equilibrium geometry (ωB97M-V/def2-TZVPD).

Last column: Mulliken charge in e.
Cartesian coordinates (Å):
C 2.19 -0.81 2.17  -1.00
C 2.85 -0.63 0.80  -0.49
C 2.04 0.27 -0.17  -0.78
I 3.56 0.70 -1.81  -0.39
C 1.29 1.43 0.37  0.16
C 1.63 2.84 -0.06  -0.64
C 0.74 3.92 0.59  -0.93
C -0.68 3.53 0.97  -0.74
C -1.60 3.32 -0.24  -0.55
C -2.82 2.44 0.01  -0.57
N -2.48 1.14 0.60  -0.41
H 1.17 -1.19 2.06  0.25
H 2.78 -1.53 2.75  0.14
H 2.14 0.14 2.71  0.32
H 2.91 -1.62 0.34  0.30
H 3.87 -0.27 0.91  0.36
H 1.34 -0.41 -0.69  0.57
H 0.24 1.23 0.11  -0.27
H 2.66 3.05 0.24  0.35
H 1.59 2.98 -1.16  0.39
H 1.25 4.30 1.49  0.37
H 0.67 4.78 -0.10  0.31
H -0.66 2.66 1.62  0.30
H -1.10 4.36 1.56  0.42
H -1.01 2.89 -1.06  0.30
H -1.97 4.29 -0.59  0.44
H -3.53 2.99 0.64  0.23
H -3.32 2.24 -0.93  0.24
H -3.03 0.39 0.23  0.16
H -2.47 1.13 1.60  0.19
C 6.55 -5.82 1.70  -0.43
C 5.21 -5.47 1.72  -0.48
C 4.74 -4.53 2.62  -0.20
C 5.64 -3.95 3.49  0.13
C 6.98 -4.28 3.49  -0.43
C 7.44 -5.22 2.59  -0.38
N 5.15 -2.93 4.44  1.03
O 3.96 -2.71 4.43  -0.60
O 5.97 -2.38 5.15  -0.63
H 6.91 -6.55 0.99  0.36
H 4.52 -5.93 1.02  0.37
H 3.70 -4.24 2.64  0.42
H 7.66 -3.79 4.19  0.44
H 8.49 -5.49 2.57  0.36
C -6.87 -0.50 -5.26  -0.44
C -7.36 0.76 -5.57  -0.36
C -7.21 1.80 -4.66  -0.43
C -6.58 1.55 -3.46  0.14
C -6.09 0.30 -3.13  -0.33
C -6.24 -0.73 -4.04  -0.41
N -6.41 2.65 -2.50  1.02
O -6.85 3.74 -2.81  -0.61
O -5.83 2.40 -1.46  -0.59
H -6.98 -1.31 -5.97  0.37
H -7.85 0.94 -6.51  0.36
H -7.58 2.79 -4.88  0.44
H -5.60 0.14 -2.18  0.47
H -5.86 -1.72 -3.80  0.37

Its gap between HOMO and LUMO is 2.68 eV. Its net charge is -1.



# 7
Entry from the Open Molecules 2025 dataset: a molecular structure, C21H29IrN7O4PS3 in a non-equilibrium geometry (ωB97M-V/def2-TZVPD).

Last column: Löwdin spin population.
Cartesian coordinates (Å):
Ir -0.90 -0.34 0.54  0.02
S 0.02 -0.45 -1.56  0.00
C -0.51 1.20 -1.56  0.00
N -1.13 1.44 -0.44  0.00
C -1.73 2.72 -0.42  0.00
C -2.47 3.30 0.60  0.00
C -3.00 4.56 0.38  0.00
C -2.78 5.23 -0.83  0.00
C -2.02 4.66 -1.83  0.00
C -1.50 3.39 -1.61  0.00
S -0.52 2.43 -2.71  0.00
H -2.60 2.79 1.55  0.00
H -3.58 5.04 1.16  0.00
H -3.21 6.21 -0.97  0.00
H -1.84 5.20 -2.76  0.00
C -1.48 -7.15 5.33  0.00
C -1.89 -6.98 3.87  0.00
S -1.34 -5.44 3.21  0.00
O -1.89 -5.22 1.88  0.00
O -1.58 -4.38 4.18  0.00
C 0.44 -5.64 2.97  0.00
C 1.31 -4.50 3.49  0.00
N 0.69 -3.19 3.16  0.00
C 0.58 -2.70 1.92  0.00
N -0.13 -1.56 1.97  0.00
C -0.46 -1.32 3.29  0.00
C 0.05 -2.32 4.02  0.00
N -0.08 -2.43 5.47  0.00
O 0.61 -3.24 6.04  0.00
O -0.87 -1.66 5.95  0.00
C 1.08 -3.36 0.69  0.00
H -1.96 -8.03 5.73  0.00
H -1.81 -6.30 5.93  0.00
H -0.41 -7.28 5.45  0.00
H -2.97 -6.93 3.73  0.00
H -1.47 -7.74 3.21  0.00
H 0.51 -5.73 1.88  0.00
H 0.75 -6.58 3.42  0.00
H 2.28 -4.57 3.00  0.00
H 1.47 -4.52 4.56  0.00
H -1.01 -0.46 3.65  0.00
H 2.02 -3.88 0.87  0.00
H 1.25 -2.61 -0.08  0.00
H 0.35 -4.08 0.32  0.00
C -5.65 -1.62 2.09  0.02
N -4.89 -2.70 1.40  0.50
C -5.42 -3.01 0.06  0.01
N -5.28 -1.79 -0.71  0.14
C -6.04 -0.70 -0.08  0.02
N -5.52 -0.43 1.26  0.10
C -4.20 0.16 1.26  0.01
P -2.98 -1.04 0.49  0.06
C -3.46 -2.58 1.48  0.07
C -3.93 -1.44 -1.07  0.02
H -5.24 -1.44 3.08  0.00
H -6.69 -1.91 2.18  0.00
H -6.47 -3.30 0.14  0.00
H -4.86 -3.83 -0.39  0.00
H -7.08 -0.98 -0.01  0.00
H -5.95 0.20 -0.69  0.00
H -3.88 0.42 2.27  0.00
H -4.18 1.06 0.65  0.01
H -3.12 -2.46 2.51  0.01
H -2.97 -3.46 1.05  0.01
H -3.44 -2.25 -1.61  0.00
H -3.90 -0.55 -1.70  0.01

Its gap between HOMO and LUMO (spin up / spin down) is 5.69 / 4.89 eV. The energy above the lowest of the compared OMol25 structures with the same formula, charge and spin comes out at 0.0 kJ/mol. Its net charge is +3. As for the multiplicity: 2.



# 8
Entry from the Open Molecules 2025 dataset: a molecular structure, C21H29N2O3RuSeTe (ωB97M-V/def2-TZVPD).

Last column: Löwdin spin population.
Cartesian coordinates (Å):
Ru -0.79 -0.64 0.09  1.78
C -0.16 -2.11 2.72  0.01
O -0.22 -0.77 2.13  0.05
C 0.98 0.03 2.32  0.00
C 1.93 -0.18 1.18  0.00
O 1.17 0.19 -0.01  0.00
C 1.79 -0.14 -1.29  0.00
C 0.74 0.19 -2.30  0.01
O -0.46 -0.60 -2.03  0.05
C -0.66 -1.72 -2.94  0.00
H 0.07 -2.00 3.78  0.00
H 0.61 -2.72 2.24  0.00
H -1.13 -2.56 2.60  0.00
H 1.44 -0.22 3.27  0.00
H 0.65 1.07 2.35  0.00
H 2.25 -1.22 1.10  0.00
H 2.80 0.46 1.28  0.00
H 2.05 -1.20 -1.30  0.00
H 2.68 0.46 -1.43  0.00
H 1.08 0.00 -3.31  0.00
H 0.45 1.24 -2.22  0.01
H -0.87 -1.33 -3.93  0.00
H -1.51 -2.28 -2.57  0.00
H 0.23 -2.35 -2.96  0.00
Se -4.11 -1.15 0.95  0.03
N -2.51 -1.70 0.31  0.00
C -2.56 -3.03 0.17  0.01
C -1.50 -3.88 -0.24  0.01
C -1.74 -5.22 -0.31  0.01
C -3.02 -5.79 0.00  0.00
C -4.05 -5.02 0.40  0.01
C -3.84 -3.61 0.52  0.00
N -4.76 -2.76 0.95  0.03
H -0.52 -3.47 -0.47  0.01
H -0.94 -5.88 -0.62  0.00
H -3.15 -6.86 -0.09  0.00
H -5.02 -5.44 0.65  0.00
C -4.56 7.65 -0.02  0.04
C -3.94 6.31 -0.03  0.18
C -4.74 5.14 0.15  0.06
C -4.19 3.89 0.16  0.06
C -5.04 2.67 0.35  0.03
C -2.78 3.81 -0.02  0.32
Te -1.84 1.97 0.06  1.05
C -1.93 4.95 -0.22  0.06
C -0.44 4.86 -0.40  0.04
C -2.54 6.17 -0.22  0.05
H -5.64 7.62 0.12  0.00
H -4.33 8.17 -0.96  0.01
H -4.11 8.26 0.77  0.01
H -5.81 5.25 0.28  0.00
H -6.10 2.91 0.28  0.00
H -4.87 2.24 1.34  0.00
H -4.83 1.92 -0.41  0.01
H -0.08 3.85 -0.57  0.03
H 0.08 5.25 0.48  0.00
H -0.12 5.46 -1.25  0.00
H -1.94 7.05 -0.38  0.00

Its gap between HOMO and LUMO (spin up / spin down) is 7.87 / 5.54 eV. The energy above the lowest of the compared OMol25 structures with the same formula, charge and spin comes out at 52.5 kJ/mol. Its net charge is +3. As for the multiplicity: 5.